# C25H27N3O2

A single C25H27N3O2 molecule (the ωB97M-V functional and the def2-TZVPD basis, the Open Molecules 2025 dataset).

Gap between HOMO and LUMO, eV: 8.54
Structure (SMILES): O=C(CN1CCN(c2ccccc2)CC1)Nc1ccc(OCc2ccccc2)cc1
Relative energy (zero: lowest compared OMol25 entry of this formula, charge and spin), kcal per mole: 43.0

```
! RIJCOSX wB97M-V def2-TZVPD def2/J DEFGRID3
* xyz 0 1
O -0.335 3.821 -3.093
C 0.095 3.590 -1.987
N 1.160 2.791 -1.695
C 1.575 1.649 -2.390
C 1.225 1.390 -3.712
C 1.490 0.151 -4.260
C 2.116 -0.845 -3.512
C 2.568 -0.542 -2.232
C 2.291 0.691 -1.679
H 2.606 0.902 -0.666
H 3.107 -1.268 -1.644
O 2.216 -2.079 -4.090
C 2.408 -3.188 -3.231
C 1.443 -3.221 -2.068
C 1.853 -3.672 -0.820
C 0.983 -3.646 0.256
C -0.305 -3.161 0.099
C -0.725 -2.728 -1.147
C 0.141 -2.763 -2.225
H -0.188 -2.420 -3.195
H -1.731 -2.360 -1.283
H -0.974 -3.120 0.946
H 1.314 -3.993 1.224
H 2.862 -4.038 -0.688
H 2.251 -4.059 -3.877
H 3.444 -3.220 -2.865
H 1.186 -0.077 -5.269
H 0.703 2.140 -4.281
H 1.352 2.741 -0.699
C -0.525 4.146 -0.700
N -0.542 3.064 0.269
C -1.429 1.980 -0.119
C -1.120 0.773 0.757
N -1.347 1.109 2.149
C -1.545 0.062 3.049
C -0.877 -0.021 4.272
C -1.142 -1.050 5.157
C -2.071 -2.027 4.850
C -2.746 -1.954 3.642
C -2.493 -0.925 2.758
H -3.054 -0.876 1.837
H -3.484 -2.701 3.389
H -2.271 -2.831 5.541
H -0.606 -1.091 6.095
H -0.129 0.710 4.539
C -0.550 2.247 2.552
C -0.838 3.440 1.635
H -0.196 4.277 1.923
H -1.891 3.747 1.758
H -0.816 2.523 3.574
H 0.529 2.022 2.507
H -1.748 -0.066 0.465
H -0.068 0.480 0.595
H -1.259 1.722 -1.166
H -2.487 2.266 0.003
H -1.521 4.549 -0.933
H 0.098 4.959 -0.315
*
```